[1]
{
  "formula": "C4H6FNO",
  "method": "wB97M-V/def2-TZVPD",
  "relative_energy_kcal_mol": 137.4,
  "e_lumo_ev": [0.61, 0.61],
  "smiles": "C/C=[NH+]/[O-].C#CF",
  "elements": ["F", "O", "N", "C", "C", "C", "C", "H", "H", "H", "H", "H", "H"],
  "xyz": [[-3.9290, -1.0087, 1.5578], [-1.0785, -0.5958, -1.7987], [-0.3331, -0.3347, -0.8360], [-3.4621, 0.0489, 0.9635], [0.5217, 0.6256, -0.8267], [-3.3191, 1.0007, 0.2615], [1.5824, 0.7106, 0.1656], [-2.5891, 1.5656, -0.2496], [-0.3719, -1.0750, -0.1105], [2.3914, 1.1389, -0.2805], [1.6645, -0.3083, 0.6166], [1.4038, 1.3482, 1.0312], [0.6253, 1.3345, -1.6499]],
  "forces_ev_per_a": [[0.5, 0.9, -0.2], [-1.6, -0.3, -1.1], [0.6, -0.4, -0.6], [-1.6, -2.2, 1.0], [0.3, 0.8, 0.2], [1.2, 0.5, -0.3], [-2.1, -1.8, 2.9], [-0.2, 0.8, -0.5], [0.5, 0.8, 0.2], [2.8, 0.4, -1.1], [0.9, 0.7, -0.4], [-0.5, 0.3, 0.0], [-0.9, -0.6, -0.1]]
}



[2]
{
  "formula": "C26H56ClF9N3O9S",
  "method": "wB97M-V/def2-TZVPD",
  "e_lumo_ev": -4.45,
  "charge": 1,
  "elements": ["Cl", "S", "F", "F", "F", "F", "F", "F", "F", "F", "F", "O", "O", "O", "O", "O", "O", "O", "O", "O", "N", "N", "N", "C", "C", "C", "C", "C", "C", "C", "C", "C", "C", "C", "C", "C", "C", "C", "C", "C", "C", "C", "C", "C", "C", "C", "C", "C", "C", "H", "H", "H", "H", "H", "H", "H", "H", "H", "H", "H", "H", "H", "H", "H", "H", "H", "H", "H", "H", "H", "H", "H", "H", "H", "H", "H", "H", "H", "H", "H", "H", "H", "H", "H", "H", "H", "H", "H", "H", "H", "H", "H", "H", "H", "H", "H", "H", "H", "H", "H", "H", "H", "H", "H", "H"],
  "xyz": [[1.1225, 3.8888, 0.0301], [-1.8157, 2.1440, -1.6758], [-3.0730, 0.8188, 1.6730], [-3.2133, 0.3460, -3.0164], [-5.1526, -0.6090, 0.4650], [-5.5783, 0.7244, -1.6133], [-3.7651, -1.3401, -0.9826], [-1.7204, -0.2307, 0.3177], [-4.0564, 2.2558, -2.9038], [-4.6433, 2.0334, -0.2656], [-3.0292, -1.2733, 1.6022], [-2.6954, -4.2424, -0.8647], [-0.0621, -5.1812, 1.9303], [-7.0818, -4.4021, -3.5066], [4.6231, 6.0403, 6.8204], [3.2961, -3.1269, -0.5462], [1.9886, -2.3295, -4.7662], [-1.7883, 2.4843, -0.3106], [-1.6849, 3.3078, -2.4561], [2.6237, 5.0183, 4.3097], [1.1171, 2.4322, -2.3405], [-0.6507, 0.9386, -2.0962], [1.2780, 0.0076, -2.7319], [2.5345, 2.5189, -1.8533], [2.7318, -0.7394, -0.8129], [3.9318, 7.1093, 7.4706], [0.6659, 5.6587, 5.5863], [0.8203, -4.0540, -3.5183], [-7.6135, -4.0498, -2.2315], [-3.4388, 1.3644, -2.1858], [0.9564, -3.3196, -4.8390], [-9.0922, -3.7270, -2.3291], [3.7882, 3.7004, 0.0930], [2.6564, -0.0486, -2.2102], [-4.0542, -0.2891, -0.2081], [-3.8499, -5.0380, -1.1481], [-0.1752, -6.5692, 1.6241], [0.1337, -6.8197, 0.1613], [-2.9325, -0.1765, 0.8658], [1.3351, 4.5926, 4.7390], [3.8358, -1.8360, -0.7662], [3.3947, 1.3117, -2.3003], [4.7586, 1.1908, -1.6081], [-4.2719, -4.8865, -2.5962], [0.6053, 1.1535, -2.3732], [-4.4096, 0.9898, -1.0187], [3.5752, 4.1257, 1.5964], [4.9082, 8.0496, 8.1496], [2.5728, 2.8307, -0.3169], [-0.3265, 5.3386, 5.9090], [-7.2152, -3.6513, -4.0957], [3.3589, 7.6378, 6.7093], [0.0283, -2.8059, -5.0895], [-0.5576, -6.2609, -0.4755], [1.1410, -6.4771, -0.0817], [3.6135, 1.4637, -3.3700], [-0.9954, -0.0218, -2.1320], [1.4391, 3.6604, 5.3055], [3.2321, 6.6878, 8.1998], [-7.0559, -3.1901, -1.8395], [4.4840, -1.7976, -1.6515], [4.5010, -1.5822, 0.0734], [5.4991, 7.5178, 8.8992], [4.5233, 4.0497, 2.1351], [2.4612, 1.9599, 0.3307], [1.2666, 5.8795, 6.4717], [4.7177, 3.1332, 0.0925], [1.2314, -0.1048, -3.7476], [3.8178, 4.6222, -0.4925], [1.1442, 2.7263, -3.3227], [-3.4582, -5.1821, -3.2621], [0.7436, 4.3887, 3.8453], [-4.6600, -4.7344, -0.4767], [-1.1887, -6.9035, 1.8684], [0.5924, -3.3539, -2.7118], [5.3393, 0.3232, -1.9275], [1.7558, -4.5522, -3.2541], [-7.4510, -4.8972, -1.5657], [5.1231, 5.5645, 7.4929], [-4.5109, -3.8446, -2.8229], [4.3839, 8.8717, 8.6386], [1.1926, -4.0161, -5.6474], [-9.2607, -2.8907, -3.0120], [-2.9218, -3.3256, -1.0457], [2.8126, -2.7839, -4.5567], [5.6081, 8.4620, 7.4219], [2.9603, 3.4034, -2.3366], [-3.5929, -6.0738, -0.9302], [0.5255, -7.1055, 2.2626], [0.5697, 6.5878, 5.0226], [3.1196, 5.1051, 1.6944], [3.2011, -0.7247, -2.8751], [-9.6422, -4.5810, -2.7250], [3.5924, -3.3908, 0.3326], [-9.5022, -3.4667, -1.3519], [1.7926, -1.2990, -0.7143], [2.9359, 3.3713, 2.0662], [4.6284, 1.1567, -0.5223], [-5.1440, -5.4963, -2.8150], [3.1533, 5.1905, 5.1000], [2.8340, -0.0275, 0.0055], [0.0558, -7.8808, -0.0830], [-0.6929, -4.7116, 1.3711], [0.0289, -4.8028, -3.5667], [5.3626, 2.0865, -1.7899]],
  "forces_ev_per_a": [[0.2, -0.3, 0.1], [-0.1, 3.2, 0.7], [0.0, 1.5, 0.2], [0.5, -1.0, 0.2], [-0.7, 0.2, 0.4], [-0.3, -0.6, -0.7], [0.4, 0.1, -0.8], [0.6, 0.6, -0.7], [-0.3, 1.4, -0.2], [0.6, 0.8, 1.0], [-0.1, -0.8, 0.2], [0.3, -0.1, 0.2], [0.1, 0.1, 0.1], [-0.1, 0.0, 0.0], [-0.2, -0.1, -0.2], [0.2, 0.2, -0.1], [0.0, 0.4, 0.0], [-0.1, -1.9, 1.6], [0.4, -0.2, -2.4], [0.0, 0.0, 0.0], [0.8, -0.7, -0.2], [-1.4, 0.1, -0.1], [0.3, 0.5, 0.5], [0.6, -0.1, 0.8], [-0.5, -0.6, -1.1], [0.3, -0.1, 0.3], [-0.1, 0.0, 0.0], [0.0, 0.1, 0.0], [-0.1, 0.3, -0.3], [-0.2, -0.6, 0.0], [0.2, -0.3, 0.3], [0.0, 0.0, 0.0], [-0.8, -0.1, 1.8], [1.2, -0.1, 0.3], [0.0, 0.5, 1.1], [-0.1, 0.4, -0.2], [-0.2, 0.2, -0.3], [0.0, 0.0, -0.1], [-0.4, -1.7, 0.3], [0.3, 0.2, 0.3], [0.4, 0.9, 1.1], [0.1, -0.5, -0.4], [-0.1, 0.7, 0.4], [0.3, -0.1, 0.1], [0.3, -0.4, -0.6], [-0.1, -1.0, -1.0], [0.5, -1.0, -0.6], [0.0, 0.0, -0.1], [-0.2, 1.3, -0.8], [0.0, 0.0, 0.0], [-0.1, -0.1, 0.0], [0.0, -0.1, -0.1], [0.1, 0.1, -0.1], [-0.1, -0.1, 0.0], [0.0, -0.1, 0.1], [-0.2, 0.0, 0.1], [0.3, 0.0, 0.0], [-0.2, 0.0, 0.0], [-0.1, 0.1, 0.0], [0.0, 0.0, 0.2], [-0.4, -0.3, -0.1], [0.0, -0.1, -0.2], [-0.1, 0.0, 0.1], [-0.1, 0.5, -0.1], [0.0, 0.1, -0.2], [0.0, -0.1, 0.0], [-0.1, 0.2, -0.6], [-0.1, -0.6, 0.1], [0.2, -0.4, -0.4], [-0.5, 0.4, 0.2], [0.0, -0.1, 0.1], [0.1, 0.0, -0.1], [-0.1, -0.1, 0.0], [0.1, -0.2, 0.0], [-0.1, 0.0, 0.0], [-0.2, 0.0, -0.1], [0.0, -0.1, 0.0], [0.1, 0.0, -0.1], [0.0, 0.0, -0.1], [-0.1, 0.0, 0.0], [0.0, 0.0, 0.0], [-0.1, 0.0, 0.0], [0.0, 0.1, 0.1], [0.0, -0.1, 0.0], [-0.1, 0.0, -0.1], [-0.1, 0.0, 0.0], [-0.3, 0.0, 0.1], [0.1, 0.1, 0.1], [0.0, 0.1, 0.1], [0.0, 0.0, 0.0], [0.1, -0.1, 0.2], [-0.3, 0.1, -0.1], [0.0, 0.0, 0.1], [-0.2, -0.3, -0.2], [0.0, 0.0, 0.0], [0.1, 0.2, 0.3], [-0.1, 0.3, 0.1], [0.1, -0.3, -0.2], [0.0, 0.1, -0.1], [0.1, 0.1, 0.0], [-0.1, -0.1, 0.0], [0.0, 0.0, 0.0], [0.0, -0.1, 0.0], [0.0, 0.0, 0.0], [-0.1, -0.2, -0.1]]
}



[3]
{
  "formula": "C2H5S",
  "method": "wB97M-V/def2-TZVPD",
  "relative_energy_kcal_mol": 17.6,
  "e_lumo_ev": 4.35,
  "charge": -1,
  "elements": ["S", "C", "C", "H", "H", "H", "H", "H"],
  "xyz": [[2.7149, 0.0701, -0.0670], [-0.8923, 0.6637, -0.3220], [-0.9521, -0.6424, -0.1177], [-1.8992, -1.1589, 0.0257], [-1.7635, 1.1387, -0.7640], [2.8295, -0.1117, 1.2587], [0.0439, 1.2082, -0.2743], [-0.0810, -1.1678, 0.2605]],
  "forces_ev_per_a": [[0.1, 0.0, 0.0], [-0.2, -0.2, -1.1], [0.1, -0.1, 1.6], [-0.1, 0.0, -0.7], [-0.1, 0.4, 0.4], [0.0, 0.0, 0.0], [0.1, -0.1, 0.0], [0.2, 0.1, -0.2]]
}



Number 1: calculated total energy -10494.1933 eV. Number 2: calculated total energy -98572.4448 eV. Number 3: calculated total energy -12990.1527 eV.